118
Properties=species:S:1:pos:R:3:forces:R:3 method="wB97M-V/def2-TZVPD" energy_ev=-120669.0165 multiplicity=1 homo_ev=-9.7832 max_force_ev_per_a=7.40 lumo_energy_ha=-0.0232 smiles="CCCN[C@@H]1C[C@]([C@H](F)CC)(P(=O)(O)O)CS(=O)(=O)O1.C[N+](=O)[O-].C[N+](=O)[O-].C[N+](=O)[O-].C[N+](=O)[O-].C[N+](=O)[O-].C[N+](=O)[O-].C[N+](=O)[O-].C[N+](=O)[O-].C[N+](=O)[O-].C[N+](=O)[O-].C[N+](=O)[O-]" charge=0
C -3.4698 3.3849 1.9076 0.193 1.174 0.914
C -3.7503 4.3335 0.5922 -1.080 -0.527 -0.248
C -2.6843 4.1362 -0.6377 -1.467 1.134 -0.517
N -1.2289 4.3048 -0.2606 0.676 -2.554 -0.539
C -0.3797 3.2124 -0.9440 -1.360 0.265 0.421
C -0.6862 1.7222 -0.3280 -0.763 -0.467 -0.037
C 0.0458 0.4876 -1.1777 0.489 -0.467 0.660
C -1.0185 -0.5827 -1.8162 -0.929 -0.082 -1.186
F -0.3288 -1.8908 -2.0776 -1.038 2.722 0.632
C -1.7182 -0.1169 -3.2233 -0.659 -1.047 -0.459
C -2.9662 0.9379 -3.0627 -0.039 -0.066 -0.567
P 1.0379 -0.5070 0.1726 3.846 0.749 2.678
O 1.8882 0.4592 1.1174 -3.574 -3.219 -3.327
O -0.1853 -1.4263 1.0597 0.751 2.760 -2.172
O 2.2318 -1.5977 -0.5622 -4.123 1.872 2.032
C 1.1747 1.0568 -2.2208 -0.225 -0.906 -0.229
S 2.0665 2.6153 -1.5671 6.287 2.256 -3.183
O 2.3921 3.4969 -2.8354 -2.253 -3.089 4.365
O 3.4124 2.2220 -0.9086 -5.491 1.264 -1.218
O 1.0356 3.5568 -0.5852 -0.306 -2.526 -1.821
H -2.6601 2.5479 1.7309 -1.816 1.580 0.248
H -3.0502 4.1039 2.7629 -0.753 -1.742 -1.763
H -4.4795 2.9471 2.3487 2.253 0.743 -1.132
H -4.8117 3.9910 0.1675 2.346 0.814 0.693
H -3.9104 5.4741 0.9040 0.710 -2.555 -0.678
H -2.9377 3.1287 -1.1853 0.692 1.787 1.200
H -2.9242 4.9995 -1.4254 0.453 -1.898 1.592
H -1.0508 4.1660 0.7581 -0.568 0.141 -0.963
H -0.5529 3.2844 -2.1154 0.460 -0.225 2.432
H -1.8438 1.4494 -0.3185 2.400 0.955 -0.205
H -0.3586 1.7505 0.8065 -0.290 -0.124 -2.357
H -1.9099 -0.8519 -1.0700 2.157 0.669 -1.379
H -2.1838 -1.1058 -3.7038 1.174 2.020 1.251
H -0.9858 0.3126 -4.0286 -1.323 -1.129 1.941
H -3.9142 0.4639 -3.6110 2.375 1.439 1.131
H -2.6374 1.9546 -3.5893 -1.049 -2.224 1.409
H -3.2972 1.1135 -1.9522 0.712 -0.317 -2.094
H -1.0195 -0.8401 1.0118 1.763 -1.348 0.196
H 1.8584 -2.5307 -0.4987 0.549 0.863 -0.517
H 0.7736 1.3575 -3.2780 0.658 -0.403 2.372
H 2.0463 0.2670 -2.3825 -1.695 1.835 0.584
C -0.4360 4.1824 -5.7836 0.351 0.206 0.120
N -1.1029 2.9122 -5.3892 -0.554 -0.564 -0.251
O -0.5491 2.2282 -4.5206 -0.924 1.153 -1.397
O -2.1635 2.6378 -5.9627 1.703 0.196 1.130
H 0.4814 4.2953 -5.2019 -0.215 -0.156 -0.044
H -0.2109 4.1190 -6.8501 -0.187 0.005 0.173
H -1.1298 4.9985 -5.5717 0.038 -0.196 -0.154
C 3.5076 0.0093 3.4715 -0.318 -0.157 -0.146
N 3.7810 0.0748 4.9325 0.029 -0.109 0.648
O 2.9292 -0.4049 5.6897 1.472 0.790 -0.706
O 4.8429 0.6057 5.2779 -1.436 -0.714 -0.097
H 2.5444 -0.4805 3.3138 0.320 0.228 0.117
H 3.4858 1.0337 3.0942 0.088 -0.263 0.013
H 4.3130 -0.5667 3.0110 -0.073 0.249 0.073
C 2.1188 -6.2784 0.0391 -0.115 -0.120 -0.316
N 2.1675 -4.7936 0.1199 0.235 0.420 0.772
O 1.8383 -4.1608 -0.8901 0.238 -0.643 1.245
O 2.5347 -4.3053 1.1949 -0.669 -0.483 -1.895
H 1.7804 -6.5672 -0.9582 0.089 0.178 0.263
H 3.1274 -6.6519 0.2273 -0.265 0.202 -0.003
H 1.4175 -6.6270 0.8002 0.189 0.133 -0.059
C 3.1080 5.6040 1.0402 0.099 -0.293 0.118
N 3.0351 7.0162 1.5028 -0.009 0.956 0.355
O 3.5330 7.2774 2.6041 -0.758 -0.084 -1.522
O 2.4803 7.8226 0.7472 0.827 -1.005 1.220
H 3.6193 5.0092 1.8000 -0.116 0.263 -0.150
H 2.0847 5.2507 0.8979 0.229 0.140 -0.145
H 3.6663 5.5931 0.1018 -0.254 0.004 0.088
C -1.7583 -0.0268 -9.1834 -0.225 -0.102 -0.215
N -1.4850 0.0386 -7.7223 -0.067 -0.064 1.210
O -2.3368 -0.4411 -6.9652 1.451 0.761 -0.952
O -0.4230 0.5696 -7.3769 -1.477 -0.735 -0.320
H -2.7216 -0.5166 -9.3411 0.252 0.127 0.175
H -1.7802 0.9975 -9.5607 0.142 -0.192 0.078
H -0.9529 -0.6028 -9.6438 -0.068 0.230 0.100
C -7.0543 -1.2058 -4.1200 -0.186 -0.112 -0.212
N -6.4646 -0.7626 -2.8279 0.299 0.261 0.822
O -7.2396 -0.3080 -1.9784 1.246 -0.512 -0.982
O -5.2403 -0.8836 -2.7031 -2.016 0.015 0.134
H -8.1337 -1.0423 -4.0903 0.362 -0.006 0.081
H -6.5959 -0.6111 -4.9127 -0.024 -0.188 0.195
H -6.8283 -2.2675 -4.2384 0.094 0.215 0.032
C 3.6634 -9.6412 2.2733 -0.266 -0.230 0.267
N 3.4929 -9.0210 0.9317 -0.211 -0.048 -0.641
O 2.4614 -9.2962 0.3078 1.535 0.724 0.589
O 4.3994 -8.2752 0.5429 -1.217 -0.985 0.255
H 2.7953 -10.2690 2.4852 0.175 0.186 -0.238
H 4.5754 -10.2408 2.2456 -0.076 0.292 0.055
H 3.7415 -8.8324 3.0028 0.172 -0.190 -0.231
C 6.9613 -6.1981 2.6040 0.211 0.254 -0.119
N 6.8333 -7.3086 3.5858 0.340 -0.655 0.864
O 7.7914 -7.5091 4.3415 -1.667 0.080 -1.093
O 5.7748 -7.9475 3.5703 1.508 0.754 0.226
H 7.9379 -5.7257 2.7299 -0.246 -0.219 0.076
H 6.8672 -6.6289 1.6051 -0.157 0.056 0.201
H 6.1592 -5.4852 2.8063 0.049 -0.222 -0.112
C 0.8922 -0.8293 7.7590 0.187 -0.091 -0.024
N -0.4704 -1.1263 8.2774 -0.800 -0.237 0.349
O -0.6740 -2.2649 8.7144 -0.046 1.585 -0.516
O -1.2970 -0.2078 8.2311 0.978 -1.438 0.144
H 1.5117 -1.7229 7.8612 -0.263 0.212 0.001
H 0.7912 -0.5482 6.7088 -0.024 0.043 0.306
H 1.2990 -0.0082 8.3529 -0.132 -0.090 -0.215
C 5.2182 1.7835 8.3998 0.244 0.181 -0.115
N 3.9571 2.0108 9.1558 -0.721 0.443 0.583
O 3.7794 3.1369 9.6345 -0.019 -1.752 -0.606
O 3.1812 1.0523 9.2471 0.933 1.403 0.003
H 5.8016 2.7067 8.3999 -0.261 -0.184 0.104
H 5.7639 0.9824 8.9024 -0.204 0.043 -0.158
H 4.9453 1.5000 7.3812 0.045 -0.142 0.233
C -9.5113 1.9544 -3.6942 -0.168 -0.275 0.083
N -8.3340 2.4953 -4.4256 0.788 0.683 -0.462
O -7.5549 1.6771 -4.9280 -0.855 1.266 0.546
O -8.2254 3.7261 -4.4748 -0.016 -2.028 -0.022
H -9.4796 0.8634 -3.7311 0.092 0.336 0.000
H -9.4491 2.3073 -2.6628 -0.047 0.023 -0.238
H -10.4086 2.3310 -4.1896 0.199 0.064 0.153


65
Properties=species:S:1:pos:R:3:forces:R:3 method="wB97M-V/def2-TZVPD" energy_ev=-349544.8841 multiplicity=2 homo_ev="-10.2923 / -10.3268" s2=0.759 max_force_ev_per_a=1.24 lumo_energy_ha="-0.1254 / -0.1193" relative_energy_kj_mol=78.51 charge=+1
Ti -1.2315 0.4810 -1.1689 0.022 0.354 -1.187
C -2.4542 -1.6609 -4.3423 -0.079 -0.074 0.122
C -2.7344 -2.0384 -2.9271 0.163 0.186 -0.112
N -2.5652 -1.2742 -1.8742 -0.025 -0.242 0.523
C -2.9624 -1.9438 -0.7221 0.100 0.766 0.355
C -3.3867 -3.2107 -0.8880 -0.082 -0.301 -0.009
S -3.3292 -3.5860 -2.5442 -0.129 -0.419 -0.244
C -3.0278 -1.1400 0.5076 0.070 0.238 -0.501
C -3.6530 -1.4292 1.6666 -0.157 -0.267 0.130
S -3.7283 -0.0328 2.6341 -0.362 -0.114 0.701
C -2.9203 0.8760 1.4766 0.342 0.334 -0.297
N -2.5628 0.1725 0.4251 -0.484 -0.610 0.464
C -2.7016 2.3460 1.6268 -0.071 -0.083 -0.009
H -1.5666 -1.0395 -4.3757 0.076 0.040 -0.047
H -3.2908 -1.0907 -4.7465 -0.007 0.019 0.011
H -2.3001 -2.5441 -4.9615 -0.028 0.009 0.041
H -3.7438 -3.9092 -0.1445 0.033 0.095 -0.108
H -4.1212 -2.3550 1.9671 0.045 0.105 -0.031
H -3.5682 2.8775 1.2348 -0.065 0.048 -0.012
H -1.8370 2.6670 1.0510 0.038 0.009 -0.066
H -2.5689 2.6261 2.6714 -0.017 -0.003 -0.019
Se 0.4920 -0.8639 -2.4751 0.073 0.027 0.058
Se 0.3346 1.3165 -3.2760 0.118 0.129 -0.052
Se -1.8039 1.8708 -4.0713 0.000 -0.092 0.038
Se -2.8556 2.2172 -2.0092 0.153 -0.024 0.128
C 2.6860 -3.5814 -1.3651 0.216 0.031 -0.044
S 1.4380 -3.2471 -0.1114 -0.041 -0.045 -0.130
C 0.1607 -4.3764 -0.6854 -0.166 -0.147 0.078
H 2.3260 -3.3525 -2.3683 -0.065 0.018 0.049
H 3.0132 -4.6201 -1.3234 -0.032 0.019 0.046
H 3.5435 -2.9403 -1.1541 -0.059 -0.037 0.004
H 0.5171 -5.4078 -0.6830 0.013 0.068 0.020
H -0.1903 -4.1205 -1.6860 0.057 0.068 -0.012
H -0.6793 -4.2997 0.0075 0.058 -0.008 -0.032
C 2.3554 3.5628 1.2979 -0.035 0.108 -0.063
C 1.0082 3.0921 0.7297 0.118 0.137 0.191
C 0.6862 3.9019 -0.5266 0.080 0.025 -0.091
P 0.7813 1.2629 0.5357 0.078 0.021 -0.121
C 2.3800 0.4392 0.1354 0.218 -0.022 -0.061
C 3.1155 1.1382 -1.0202 0.145 -0.086 0.120
C 3.3673 0.1348 1.2646 0.053 -0.026 -0.027
C 0.2789 0.7223 2.2292 0.032 -0.089 0.242
C 1.0887 1.1992 3.4406 0.015 -0.080 0.061
C 0.0345 -0.7899 2.2927 0.121 -0.061 0.064
H 2.2499 4.5952 1.6440 0.015 -0.062 -0.039
H 3.1220 3.5641 0.5239 -0.009 -0.033 -0.010
H 2.7208 2.9754 2.1335 -0.026 -0.083 0.051
H 0.2430 3.3229 1.4787 -0.065 0.042 0.054
H 1.4495 3.7472 -1.2922 -0.014 0.015 0.011
H 0.6799 4.9676 -0.2804 0.019 -0.078 -0.010
H -0.2763 3.6543 -0.9711 -0.097 -0.060 0.036
H 2.0123 -0.5131 -0.2455 0.044 -0.123 0.000
H 3.8350 1.8603 -0.6349 -0.004 0.018 0.021
H 2.4632 1.6673 -1.7055 -0.138 0.053 -0.086
H 3.6713 0.4003 -1.6032 -0.026 0.031 0.047
H 3.7398 1.0323 1.7556 -0.014 0.050 -0.007
H 4.2348 -0.3720 0.8303 -0.055 0.023 0.007
H 2.9593 -0.5300 2.0235 -0.040 -0.007 -0.034
H -0.6911 1.2068 2.3251 -0.074 0.024 0.005
H 2.0799 0.7501 3.4867 -0.057 0.040 -0.023
H 0.5606 0.9081 4.3538 0.014 -0.016 -0.057
H 1.2022 2.2811 3.4735 -0.036 0.024 -0.043
H 0.9637 -1.3435 2.4363 -0.006 0.047 -0.018
H -0.4240 -1.1934 1.3878 -0.014 0.034 -0.052
H -0.6196 -1.0309 3.1358 0.052 0.033 -0.024


9
Properties=species:S:1:pos:R:3:forces:R:3 method="wB97M-V/def2-TZVPD" energy_ev=-20037.5718 multiplicity=1 homo_ev=0.8884 max_force_ev_per_a=4.71 lumo_energy_ha=0.2647 relative_energy_kj_mol=332.56 charge=-2
C -1.0074 1.8670 -1.0845 -0.725 -0.329 0.971
N -0.0556 0.9037 -0.1301 -0.166 1.683 -0.459
O 0.6008 -1.3626 2.1992 -0.847 0.453 -2.586
O -0.4511 -1.9590 -0.2037 0.954 0.956 1.355
O -2.2073 1.7264 -0.9165 1.184 -0.112 -0.256
O 1.9461 -1.0492 0.0796 1.297 0.344 -0.922
P 0.6077 -1.2438 0.6508 0.081 -3.351 3.303
H -0.3337 -0.1157 -0.1849 -0.522 1.949 -1.653
H 0.9006 1.2331 -0.4098 -1.256 -1.593 0.247


116
Properties=species:S:1:pos:R:3:forces:R:3 method="wB97M-V/def2-TZVPD" energy_ev=-138585.7972 multiplicity=1 homo_ev=-8.6867 max_force_ev_per_a=9.18 lumo_energy_ha=-0.1165 charge=+1
C 0.0994 -3.6863 -1.1971 -0.223 0.184 0.423
C 0.6432 -2.5215 -0.7872 0.017 -0.262 -0.305
C 0.1612 -1.1028 -1.0590 -1.046 0.635 1.457
C 1.3563 -0.1608 -0.8287 0.252 -0.454 0.478
C 2.5903 -0.4215 -1.6518 0.134 0.444 -0.439
O 3.0269 0.4048 -2.4124 -0.099 -0.085 0.148
C -0.8645 -0.7419 0.0627 0.120 -0.138 -0.459
C -2.0075 -1.7508 0.2080 -0.151 -0.613 0.438
C -1.8607 -2.6619 1.4390 -0.395 0.388 -0.331
C -2.7613 -3.8941 1.3841 -0.084 0.360 0.083
C -4.2696 -3.6093 1.2401 -0.328 -0.527 0.137
C -4.9463 -4.4485 0.1415 0.689 0.379 -0.024
C -4.8515 -3.9180 -1.2960 -0.670 -0.619 -0.100
C -6.1110 -3.2208 -1.8135 0.751 0.682 -0.045
C -6.1936 -1.7424 -1.3844 -0.590 -0.242 0.277
C -7.5431 -1.2915 -0.8058 0.520 0.042 0.272
C -7.6796 -1.5448 0.6987 -0.379 -0.274 -0.137
C -8.2312 -2.9272 1.0857 0.173 0.115 0.027
N -1.4453 0.6432 -0.1698 -0.486 -0.888 0.920
C -2.0680 0.7028 -1.3456 0.320 0.107 -0.534
N -3.2918 1.1079 -1.5285 -0.200 0.274 0.334
C -4.1951 1.5640 -0.4805 -0.509 0.556 -0.374
C -3.7308 2.8330 0.2641 0.108 -0.574 1.161
N -3.9133 2.7612 1.7178 -0.310 -0.238 -0.149
N -1.3525 0.3665 -2.4808 1.230 -0.076 0.420
C -0.4192 1.4854 -2.8015 -0.571 1.018 -0.105
C -0.7458 2.1047 -4.1648 -0.169 -1.020 -0.217
O -2.1299 2.0911 -4.4601 -0.313 0.651 -0.008
C -0.3376 3.5445 -4.2901 0.884 -3.314 0.439
F -1.2172 4.3041 -3.5683 1.260 -0.763 2.681
F -0.4562 3.8625 -5.6081 3.372 -2.810 -0.837
F 0.8802 3.8232 -3.9354 0.335 0.477 0.422
C -0.6118 -0.9365 -2.4000 -0.182 -0.165 -0.762
C 0.0886 -1.0212 -3.7857 -0.577 -0.958 1.476
Cl -1.2477 -0.7993 -5.0180 0.008 -0.283 -0.104
C 0.7001 -2.3801 -4.0566 -0.068 -0.287 -0.866
C -0.2968 -3.5186 -4.3170 0.101 0.054 0.511
H 0.6804 -4.4165 -1.7426 0.609 -0.847 1.402
H -0.9202 -3.9682 -0.9649 -0.644 0.553 -1.571
H 1.5537 -2.5750 -0.2006 1.078 0.117 -1.310
H 1.6680 -0.3505 0.2018 0.124 0.051 0.137
H 1.1039 0.8905 -0.8681 -0.113 0.124 -0.153
H 3.0999 -1.3795 -1.4864 0.094 -0.068 -0.104
H -0.3231 -0.7257 1.0028 0.106 0.390 0.129
H -2.9718 -1.2593 0.3143 -0.134 0.312 -0.165
H -2.1073 -2.3935 -0.6597 0.055 0.125 -0.301
H -0.8175 -2.9428 1.5435 0.121 -0.150 0.157
H -2.1568 -2.0573 2.2981 0.222 -0.052 0.312
H -2.4570 -4.5641 0.5821 0.203 -0.017 -0.150
H -2.6155 -4.4338 2.3151 0.123 -0.241 0.039
H -4.7527 -3.9130 2.1670 -0.013 0.161 0.237
H -4.4934 -2.5513 1.1303 0.042 0.209 -0.117
H -5.9817 -4.6350 0.4082 -0.202 0.001 -0.073
H -4.4385 -5.4105 0.1528 -0.113 -0.259 0.150
H -4.7110 -4.7853 -1.9376 0.209 -0.080 -0.142
H -3.9923 -3.2712 -1.4579 0.234 0.105 0.084
H -6.9984 -3.7636 -1.5090 -0.135 -0.166 -0.053
H -6.0313 -3.2294 -2.8970 -0.369 -0.191 -0.200
H -5.4498 -1.5847 -0.6062 0.311 0.297 0.000
H -5.9662 -1.1071 -2.2386 0.255 0.057 -0.077
H -7.6272 -0.2145 -0.9492 -0.182 0.094 -0.230
H -8.3444 -1.7920 -1.3439 -0.259 0.155 -0.118
H -6.7097 -1.3901 1.1695 0.129 0.092 0.087
H -8.3516 -0.7976 1.1107 -0.016 0.193 0.100
H -7.5680 -3.4291 1.7827 0.022 -0.174 0.115
H -8.3645 -3.5726 0.2244 0.043 -0.114 -0.144
H -9.2015 -2.8389 1.5601 -0.161 -0.013 0.113
H -2.0338 0.8715 0.6238 -0.010 0.153 0.006
H -3.5977 1.1127 -2.4903 0.145 0.073 -0.191
H -4.4344 0.7697 0.2200 0.291 -0.301 0.134
H -5.1324 1.7892 -0.9767 -0.186 -0.124 -0.130
H -2.6630 2.9738 0.1223 0.084 0.336 -0.414
H -4.3006 3.7003 -0.0426 0.216 0.199 -0.446
H -3.5520 1.8875 2.0840 0.224 0.027 0.114
H -4.9014 2.7257 1.9388 -0.099 0.201 0.079
H 0.6254 1.2051 -2.8288 0.102 -0.206 0.115
H -0.4960 2.2599 -2.0357 -0.108 0.027 0.201
H -0.2102 1.5407 -4.9352 0.425 0.083 -0.083
H -2.2656 1.3396 -5.0540 0.048 -0.234 0.118
H -1.3334 -1.7505 -2.3957 -0.416 0.153 -0.053
H 0.8105 -0.2142 -3.9595 -0.132 -0.573 -0.252
H 1.4345 -2.6482 -3.3055 0.041 0.186 0.269
H 1.2461 -2.2599 -4.9829 0.375 0.224 -0.026
H -1.2611 -3.3666 -3.8365 -0.165 -0.011 0.040
H 0.0892 -4.4643 -3.9486 0.117 -0.171 -0.043
H -0.4611 -3.6180 -5.3819 -0.162 -0.049 -0.154
N 6.5259 0.4127 0.6935 0.068 -0.241 0.156
S 5.4475 0.5940 1.8136 -0.145 -0.222 0.051
O 5.7104 -0.0286 3.0625 0.154 0.096 0.145
O 4.0980 0.6635 1.3723 -0.261 0.344 -0.112
F 5.8473 2.1854 2.1317 -0.155 0.306 -0.029
S 6.6131 -1.0605 0.0736 0.344 -0.431 0.185
O 7.8097 -1.2036 -0.6688 0.042 0.373 -0.258
O 5.3752 -1.5462 -0.4333 -0.150 0.102 -0.022
F 6.8620 -1.9339 1.3704 -0.040 -0.011 -0.024
Cl 1.7755 0.0031 -5.7860 0.547 1.048 -0.820
N 8.0179 3.7122 1.8352 0.070 0.093 0.007
H 8.0265 4.3856 2.6025 0.074 -0.027 0.034
H 8.8230 3.0900 1.9188 -0.031 -0.068 -0.015
H 7.1462 3.1455 1.8827 -0.114 -0.317 -0.022
H 8.0594 4.2022 0.9427 0.020 -0.031 -0.033
C 8.3476 5.9792 5.3544 0.027 -0.064 -0.040
C 9.4636 6.4852 6.0088 -0.047 -0.039 -0.064
C 10.0877 5.7349 6.9918 0.083 0.162 -0.022
C 9.5813 4.4868 7.2972 0.019 -0.009 0.013
C 8.4714 3.9638 6.6668 -0.131 -0.114 -0.096
C 7.8514 4.7236 5.6864 0.028 0.059 -0.162
N 10.2602 3.6753 8.3324 -0.050 0.057 -0.044
O 11.2198 4.1685 8.8816 0.071 0.028 0.043
O 9.8107 2.5733 8.5553 -0.030 -0.079 0.023
H 7.8628 6.5699 4.5860 -0.048 0.051 0.052
H 9.8482 7.4627 5.7547 0.006 0.022 0.010
H 10.9549 6.1134 7.5110 0.023 -0.069 0.056
H 8.0985 2.9865 6.9334 0.056 -0.025 0.064
H 6.9756 4.3314 5.1830 -0.061 -0.001 0.079
K -1.7847 5.2726 -5.2893 -5.719 6.576 -2.896


Question: Among the records above, which one has the highest multiplicity?
Answer: C19H35N2PS3Se4Ti